No. 1
Molecular formula: C41H22AuF15GeN5S
Method: DFT, ωB97M-V with the def2-TZVPD basis set

Atoms and positions in Å:
1 Au 0.374 0.495 0.110
2 Ge 2.549 -1.561 2.511
3 S 1.338 -1.969 0.827
4 F 1.301 -4.529 2.739
5 F 4.871 -3.749 6.770
6 F 6.099 1.621 0.216
7 F 4.146 1.094 3.805
8 F 3.334 2.787 5.737
9 F -0.755 0.426 6.088
10 F 4.286 -1.728 5.022
11 F 7.773 -2.576 1.592
12 F 0.882 2.469 6.902
13 F 3.669 -6.190 6.451
14 F 5.308 -3.247 2.527
15 F 0.145 -1.323 4.185
16 F 3.632 0.917 1.215
17 F 1.872 -6.564 4.435
18 F 8.183 -0.116 0.488
19 N -1.027 0.090 1.759
20 N -4.475 -0.230 4.059
21 N 0.410 2.651 0.702
22 N -1.592 1.472 -0.836
23 N 1.590 0.335 -1.384
24 C 0.904 -0.265 4.528
25 C 3.384 -5.182 5.612
26 C -2.486 0.878 -1.786
27 C -4.088 -2.386 -0.707
28 C 6.964 -0.452 0.933
29 C -2.528 1.007 3.365
30 C -0.676 3.348 0.246
31 C 4.440 -1.141 1.945
32 C 2.123 -0.120 3.891
33 C 0.634 4.791 1.337
34 C 1.856 1.099 -2.397
35 C -1.656 2.720 -0.547
36 C 2.526 1.795 5.330
37 C 2.186 -4.320 3.713
38 C 1.315 2.394 -2.672
39 C 3.998 -3.941 5.767
40 C -2.908 -1.174 2.479
41 C 2.630 2.569 -4.685
42 C 2.471 -5.369 4.579
43 C 1.696 3.091 -3.792
44 C 2.804 0.589 -3.344
45 C 2.927 0.922 4.326
46 C 2.790 -3.079 3.833
47 C -3.206 -1.484 -1.277
48 C -5.365 -0.570 0.201
49 C 5.498 -2.025 1.993
50 C -5.176 -1.931 0.019
51 C 0.454 0.592 5.518
52 C -4.486 0.330 -0.374
53 C 5.900 0.436 0.807
54 C -1.405 1.069 2.574
55 C 1.193 3.510 1.345
56 C 1.280 1.637 5.927
57 C 3.688 -2.925 4.877
58 C 4.660 0.070 1.310
59 C -1.772 -1.012 1.719
60 C -0.555 4.693 0.631
61 C 6.758 -1.700 1.508
62 C 3.176 1.310 -4.446
63 C -3.406 -0.118 -1.126
64 C -3.321 -0.145 3.331
65 H -1.425 -1.796 1.064
66 H 1.054 5.672 1.787
67 H -2.355 -1.840 -1.841
68 H -1.862 0.372 -2.531
69 H -4.576 0.416 4.824
70 H -5.876 -2.636 0.448
71 H -3.095 1.646 -2.298
72 H -0.774 1.945 2.590
73 H -6.207 -0.209 0.776
74 H -1.258 5.475 0.411
75 H -3.931 -3.448 -0.841
76 H 2.122 3.188 1.777
77 H 3.212 -0.387 -3.135
78 H -2.456 3.353 -0.956
79 H -4.853 -1.151 4.210
80 H -2.790 1.833 4.011
81 H 2.930 3.136 -5.556
82 H 3.903 0.900 -5.136
83 H 1.272 4.068 -3.990
84 H 0.606 2.812 -1.978
85 H -3.479 -2.088 2.424
86 H -4.639 1.393 -0.238

Calculated values
Gap between HOMO and LUMO (alpha / beta)   5.40 / 5.59 eV
Charge   -1
ΔE to the lowest compared entry with this formula, charge and spin   3.164 eV


No. 2
Molecular formula: C41H28Cl3LaN12O5
Method: DFT, ωB97M-V with the def2-TZVPD basis set

Atoms and positions in Å:
1 La 0.057 0.040 -0.049
2 Cl -1.227 -2.505 -5.271
3 Cl 0.226 -4.590 -3.851
4 Cl -2.622 -4.211 -3.370
5 O -3.093 6.616 -0.729
6 O -2.081 0.317 -0.272
7 O 0.498 -2.267 6.770
8 O -0.945 7.360 -0.581
9 O -3.877 1.645 -0.423
10 N 1.559 0.551 -1.910
11 N -0.502 -1.767 -1.824
12 N 0.606 -4.505 1.332
13 N -0.606 0.694 2.420
14 N -1.993 1.384 4.036
15 N 2.775 0.688 -1.594
16 N 1.347 -2.262 8.787
17 N 1.254 -3.560 8.365
18 N -0.418 2.432 -0.231
19 N 0.067 -2.347 1.078
20 N -0.472 -4.199 2.075
21 N -0.741 1.816 4.273
22 C 0.181 1.929 6.580
23 C -0.004 -6.746 4.533
24 C 0.428 3.471 -0.221
25 C 2.321 0.098 0.771
26 C -0.395 1.139 -4.981
27 C -0.774 -2.478 -2.676
28 C 1.273 2.078 8.726
29 C 0.009 4.778 -0.348
30 C 0.751 -3.537 7.174
31 C 4.335 -0.034 2.171
32 C -1.864 6.527 -0.614
33 C 0.865 -5.941 6.626
34 C 0.229 0.549 6.658
35 C -0.168 -4.416 5.066
36 C 0.905 -3.370 0.751
37 C 1.273 0.857 -3.264
38 C 0.596 1.426 -5.905
39 C 1.328 0.697 8.807
40 C 3.198 0.430 -0.296
41 C 4.590 0.540 -0.132
42 C 0.809 -0.068 7.768
43 C -1.880 0.727 2.909
44 C 0.080 1.391 3.308
45 C 2.959 -0.145 1.990
46 C 1.928 1.446 -5.505
47 C -0.786 -2.910 1.914
48 C 2.269 1.168 -4.196
49 C -0.410 -5.464 4.191
50 C 0.623 -6.983 5.749
51 C -1.350 5.036 -0.482
52 C 0.475 -4.650 6.279
53 C -1.738 2.681 -0.364
54 C -2.679 1.469 -0.358
55 C 0.895 -1.518 7.829
56 C -0.063 0.856 -3.667
57 C -1.093 -3.401 -3.752
58 C 0.710 2.690 7.618
59 C -1.129 -5.209 2.886
60 C 5.156 0.314 1.104
61 C -2.235 3.965 -0.489
62 C -0.445 2.658 5.411
63 H -2.727 0.288 2.405
64 H 6.225 0.402 1.243
65 H 0.679 3.772 7.553
66 H 1.136 1.608 3.265
67 H -2.146 -4.864 3.076
68 H 1.742 -3.264 0.080
69 H -1.435 1.147 -5.280
70 H -1.614 -2.418 2.400
71 H 0.931 -7.987 6.006
72 H 2.703 1.691 -6.219
73 H -0.179 -0.067 5.867
74 H 1.356 -6.103 7.575
75 H 0.702 5.608 -0.343
76 H 0.333 1.650 -6.930
77 H 3.297 1.187 -3.869
78 H 1.770 0.197 9.658
79 H 5.192 0.799 -0.994
80 H -0.474 -3.407 4.817
81 H 1.678 2.684 9.525
82 H -0.178 -7.565 3.845
83 H -1.169 -6.123 2.298
84 H 0.219 3.459 5.085
85 H 2.358 -0.444 2.848
86 H 4.771 -0.218 3.147
87 H 1.482 3.225 -0.106
88 H -0.843 0.668 -2.937
89 H -3.297 4.137 -0.589
90 H -1.391 3.102 5.717

Calculated values
Gap between HOMO and LUMO   5.61 eV
ΔE to the lowest compared entry with this formula, charge and spin   0.809 eV


No. 3
Molecular formula: C41H29AsBrF4N2O2PSTi
Method: DFT, ωB97M-V with the def2-TZVPD basis set

Atoms and positions in Å:
1 Br -3.364 2.076 -1.784
2 As 0.721 -2.504 0.131
3 Ti -0.032 0.032 -0.402
4 S 2.416 0.173 -0.297
5 P -0.025 2.583 -0.856
6 F 0.426 5.536 -0.650
7 F -4.807 4.653 -1.644
8 F -1.264 7.568 -0.720
9 F -3.911 7.134 -1.206
10 O -1.109 -0.659 -2.082
11 O -3.119 -0.108 1.895
12 N -4.369 -0.982 0.196
13 N -2.083 -0.528 -0.080
14 C 0.054 -4.298 -0.163
15 C -1.720 6.340 -0.916
16 C 4.660 -3.821 -0.565
17 C -0.182 -5.205 0.863
18 C 3.303 3.472 -3.106
19 C 1.776 -1.858 4.172
20 C -0.652 -6.480 0.573
21 C -3.515 4.822 -1.380
22 C -0.613 -2.088 4.088
23 C 3.245 -1.396 -0.405
24 C -2.161 -0.826 -1.392
25 C 1.371 3.531 -4.529
26 C -2.633 3.753 -1.338
27 C -3.064 6.118 -1.162
28 C -5.561 -0.977 1.028
29 C 0.546 -1.857 4.815
30 C -0.885 -6.859 -0.740
31 C 5.311 -2.605 -0.737
32 C -0.858 5.256 -0.879
33 C 3.297 -3.826 -0.306
34 C 4.618 -1.412 -0.655
35 C 0.603 2.948 0.815
36 C -1.283 3.950 -1.062
37 C -4.454 -1.345 -1.113
38 C 2.014 3.837 2.545
39 C 0.356 2.193 3.110
40 C 0.696 -2.340 2.077
41 C 1.123 3.068 -2.177
42 C 2.500 3.172 -2.017
43 C -0.030 2.151 1.778
44 C 1.854 -2.096 2.807
45 C -0.537 -2.323 2.723
46 C -3.164 -0.504 0.743
47 C 1.626 3.801 1.216
48 C 2.603 -2.626 -0.224
49 C -0.653 -5.957 -1.768
50 C -3.401 -1.290 -1.956
51 C 2.742 3.659 -4.359
52 C -0.192 -4.682 -1.479
53 C 1.388 3.036 3.490
54 C 0.566 3.232 -3.444
55 H -1.455 -2.477 2.165
56 H 2.955 2.973 -1.059
57 H 2.777 -4.767 -0.165
58 H -0.828 -7.178 1.381
59 H -5.247 -0.900 2.065
60 H 2.815 4.499 2.845
61 H 3.376 3.891 -5.205
62 H -6.197 -0.125 0.785
63 H -1.247 -7.855 -0.959
64 H -0.145 1.560 3.827
65 H 5.205 -4.752 -0.631
66 H -5.433 -1.676 -1.437
67 H 2.122 4.444 0.504
68 H -0.832 -6.239 -2.797
69 H 5.139 -0.473 -0.792
70 H 0.005 -4.933 1.896
71 H -3.466 -1.570 -2.993
72 H -0.503 3.123 -3.593
73 H -0.868 1.495 1.512
74 H 1.705 3.070 4.524
75 H 2.818 -2.083 2.313
76 H 2.681 -1.669 4.734
77 H 0.926 3.656 -5.507
78 H -0.023 -3.985 -2.296
79 H -6.112 -1.903 0.873
80 H 4.374 3.549 -2.975
81 H -1.580 -2.068 4.571
82 H 0.493 -1.667 5.879
83 H 6.374 -2.584 -0.941

Calculated values
Multiplicity   3
Gap between HOMO and LUMO (alpha / beta)   6.92 / 7.58 eV
ΔE to the lowest compared entry with this formula, charge and spin   0.636 eV


No. 4
Molecular formula: C41H29Cl9N8O2PbSb
Method: DFT, ωB97M-V with the def2-TZVPD basis set

Atoms and positions in Å:
1 Pb -1.344 0.830 0.358
2 Sb -4.830 1.062 -1.026
3 Cl 2.623 5.101 4.798
4 Cl -0.443 3.472 -1.822
5 Cl 1.849 2.516 6.518
6 Cl 2.082 5.144 1.704
7 Cl 1.478 3.771 -4.161
8 Cl 5.324 1.809 -0.931
9 Cl 4.540 2.863 -3.662
10 Cl 3.348 1.498 1.300
11 Cl 0.415 0.222 5.048
12 O -0.340 0.772 2.367
13 O 0.654 2.703 0.669
14 N 4.652 -3.662 0.775
15 N 0.813 -0.422 -0.629
16 N -2.557 -0.784 -1.627
17 N 4.456 -4.891 0.704
18 N 4.191 -3.055 -0.412
19 N 2.884 -1.136 -0.872
20 N -3.274 2.792 0.972
21 N -3.419 -0.462 1.326
22 C 1.181 3.139 -1.594
23 C -3.768 4.024 -1.007
24 C 4.256 -1.650 -0.635
25 C -3.346 0.110 -2.228
26 C 2.494 -5.302 -2.859
27 C -2.789 3.917 1.516
28 C 1.562 2.670 -0.316
29 C -5.747 -0.960 0.947
30 C 2.081 3.197 -2.643
31 C 1.251 -0.163 -1.915
32 C -5.613 -2.055 1.845
33 C -1.124 -2.675 -1.525
34 C 3.624 -4.044 -1.193
35 C -3.336 -1.504 2.212
36 C 1.538 2.660 4.856
37 C 2.704 -6.464 -2.170
38 C 3.717 2.311 -1.220
39 C 0.454 1.706 2.838
40 C -2.593 5.091 0.772
41 C 2.827 2.206 -0.161
42 C 2.877 -4.080 -2.373
43 C -2.296 3.773 2.902
44 C -4.592 -0.274 0.624
45 C 0.996 2.727 2.044
46 C 1.935 -1.523 1.366
47 C 3.398 2.802 -2.455
48 C -1.599 -1.444 -3.665
49 C -2.009 -1.788 2.843
50 C 3.323 -6.386 -0.939
51 C -3.268 0.261 -3.650
52 C -2.370 -0.505 -4.346
53 C -3.816 2.842 -0.248
54 C 0.802 1.662 4.230
55 C -1.790 -1.602 -2.324
56 C 3.833 -5.207 -0.463
57 C 1.845 -1.000 -0.024
58 C 1.865 3.758 4.065
59 C -3.007 5.085 -0.540
60 C -4.448 -2.355 2.487
61 C 2.506 -0.615 -2.090
62 C 1.673 3.796 2.666
63 H -6.728 -0.826 0.435
64 H -1.410 -2.341 2.052
65 H 2.905 -1.820 1.746
66 H -0.217 -3.129 -1.880
67 H -3.945 0.971 -4.154
68 H -0.965 -2.368 -0.519
69 H 4.678 -1.081 0.201
70 H -1.490 -0.837 3.001
71 H -0.958 -2.047 -4.297
72 H 4.724 -1.370 -1.511
73 H 2.417 -7.345 -2.596
74 H -2.231 -0.289 -5.428
75 H -1.823 2.808 3.178
76 H -4.300 -3.188 3.115
77 H 3.466 -7.349 -0.435
78 H -1.525 4.569 3.042
79 H -6.455 -2.739 1.999
80 H 1.521 -0.711 2.065
81 H 0.636 0.306 -2.652
82 H -2.787 5.960 -1.137
83 H -1.775 -3.576 -1.395
84 H 1.220 -2.423 1.558
85 H -1.869 5.819 1.052
86 H -2.204 -2.383 3.774
87 H 2.781 -3.150 -2.993
88 H -4.142 4.165 -2.032
89 H 2.100 -5.312 -3.898
90 H -3.163 3.953 3.582
91 H 3.212 -0.553 -2.901

Calculated values
Gap between HOMO and LUMO   7.87 eV
Charge   +1
ΔE to the lowest compared entry with this formula, charge and spin   0.000 eV


No. 5
Molecular formula: C41H29N7O8SV
Method: DFT, ωB97M-V with the def2-TZVPD basis set

Atoms and positions in Å:
1 V -0.556 -0.414 0.101
2 S 0.402 1.858 2.328
3 O -0.515 2.894 -2.252
4 O -0.804 1.278 -0.754
5 O -4.259 -2.127 -1.011
6 O -0.793 2.406 1.754
7 O 0.517 1.891 3.769
8 O -4.083 2.897 -5.739
9 O -6.092 2.383 -5.188
10 O 1.864 -2.608 -2.567
11 N 0.557 0.340 1.768
12 N -2.223 -0.774 1.545
13 N 0.223 -2.187 1.053
14 N 0.441 -1.081 -1.588
15 N -2.088 -1.284 -0.995
16 N 2.814 -0.244 -0.241
17 N -4.906 2.500 -4.942
18 C -3.604 1.495 -1.067
19 C -1.218 2.092 -1.663
20 C 2.811 -1.465 4.175
21 C -3.291 -0.818 3.672
22 C 2.597 -2.766 3.819
23 C 1.788 2.725 1.661
24 C -0.457 -1.148 -2.685
25 C 3.491 -2.540 -0.281
26 C -2.691 1.986 -1.990
27 C 1.861 2.903 0.283
28 C 4.005 3.990 0.568
29 C -4.937 1.320 -1.413
30 C 1.590 -1.777 -1.702
31 C 2.171 -0.393 3.527
32 C 3.902 3.811 1.943
33 C 4.675 -0.981 1.071
34 C -5.370 1.640 -2.687
35 C 2.969 3.537 -0.248
36 C -1.818 -1.269 -2.376
37 C 1.063 -1.967 2.103
38 C -4.395 -1.450 3.120
39 C 0.015 -3.405 0.614
40 C 1.711 -3.037 2.755
41 C -2.773 -1.300 -3.391
42 C 5.219 4.642 -0.037
43 C -2.224 -0.497 2.852
44 C -4.396 -1.737 1.767
45 C -2.368 -1.188 -4.713
46 C -3.118 2.340 -3.261
47 C -1.020 -1.054 -5.023
48 C 4.504 -2.281 0.621
49 C 3.814 -0.001 0.606
50 C -3.289 -1.385 1.013
51 C 2.795 3.178 2.496
52 C 2.662 -1.494 -0.674
53 C 1.454 -4.339 2.269
54 C 0.619 -4.527 1.207
55 C 1.275 -0.605 2.495
56 C -0.069 -1.039 -4.015
57 C -3.257 -1.647 -0.475
58 C -4.448 2.153 -3.585
59 H -3.109 -1.198 -5.502
60 H 4.692 4.172 2.591
61 H 2.379 0.610 3.862
62 H 0.981 -0.941 -4.251
63 H 3.028 3.675 -1.321
64 H 5.456 -0.726 1.777
65 H -3.256 1.255 -0.072
66 H -0.707 -0.957 -6.054
67 H 1.070 2.550 -0.365
68 H 2.703 3.043 3.565
69 H 5.884 3.891 -0.470
70 H -5.635 0.914 -0.692
71 H -5.219 -2.220 1.260
72 H -6.395 1.502 -2.995
73 H -5.245 -1.710 3.738
74 H 3.923 1.026 0.931
75 H 3.096 -3.585 4.322
76 H 1.945 -5.179 2.746
77 H -1.349 0.003 3.244
78 H 4.939 5.327 -0.837
79 H -3.816 -1.402 -3.131
80 H -2.411 2.727 -3.978
81 H 5.154 -3.075 0.967
82 H -3.249 -0.566 4.722
83 H 3.323 -3.523 -0.700
84 H 5.785 5.198 0.710
85 H -0.637 -3.498 -0.247
86 H 0.421 -5.511 0.807
87 H 3.498 -1.234 4.981

Calculated values
Multiplicity   3
Gap between HOMO and LUMO (alpha / beta)   6.67 / 6.73 eV
Charge   -1
ΔE to the lowest compared entry with this formula, charge and spin   0.000 eV


Copy entry 5 word for word.
Molecular formula: C41H29N7O8SV
Method: DFT, ωB97M-V with the def2-TZVPD basis set

Atoms and positions in Å:
1 V -0.556 -0.414 0.101
2 S 0.402 1.858 2.328
3 O -0.515 2.894 -2.252
4 O -0.804 1.278 -0.754
5 O -4.259 -2.127 -1.011
6 O -0.793 2.406 1.754
7 O 0.517 1.891 3.769
8 O -4.083 2.897 -5.739
9 O -6.092 2.383 -5.188
10 O 1.864 -2.608 -2.567
11 N 0.557 0.340 1.768
12 N -2.223 -0.774 1.545
13 N 0.223 -2.187 1.053
14 N 0.441 -1.081 -1.588
15 N -2.088 -1.284 -0.995
16 N 2.814 -0.244 -0.241
17 N -4.906 2.500 -4.942
18 C -3.604 1.495 -1.067
19 C -1.218 2.092 -1.663
20 C 2.811 -1.465 4.175
21 C -3.291 -0.818 3.672
22 C 2.597 -2.766 3.819
23 C 1.788 2.725 1.661
24 C -0.457 -1.148 -2.685
25 C 3.491 -2.540 -0.281
26 C -2.691 1.986 -1.990
27 C 1.861 2.903 0.283
28 C 4.005 3.990 0.568
29 C -4.937 1.320 -1.413
30 C 1.590 -1.777 -1.702
31 C 2.171 -0.393 3.527
32 C 3.902 3.811 1.943
33 C 4.675 -0.981 1.071
34 C -5.370 1.640 -2.687
35 C 2.969 3.537 -0.248
36 C -1.818 -1.269 -2.376
37 C 1.063 -1.967 2.103
38 C -4.395 -1.450 3.120
39 C 0.015 -3.405 0.614
40 C 1.711 -3.037 2.755
41 C -2.773 -1.300 -3.391
42 C 5.219 4.642 -0.037
43 C -2.224 -0.497 2.852
44 C -4.396 -1.737 1.767
45 C -2.368 -1.188 -4.713
46 C -3.118 2.340 -3.261
47 C -1.020 -1.054 -5.023
48 C 4.504 -2.281 0.621
49 C 3.814 -0.001 0.606
50 C -3.289 -1.385 1.013
51 C 2.795 3.178 2.496
52 C 2.662 -1.494 -0.674
53 C 1.454 -4.339 2.269
54 C 0.619 -4.527 1.207
55 C 1.275 -0.605 2.495
56 C -0.069 -1.039 -4.015
57 C -3.257 -1.647 -0.475
58 C -4.448 2.153 -3.585
59 H -3.109 -1.198 -5.502
60 H 4.692 4.172 2.591
61 H 2.379 0.610 3.862
62 H 0.981 -0.941 -4.251
63 H 3.028 3.675 -1.321
64 H 5.456 -0.726 1.777
65 H -3.256 1.255 -0.072
66 H -0.707 -0.957 -6.054
67 H 1.070 2.550 -0.365
68 H 2.703 3.043 3.565
69 H 5.884 3.891 -0.470
70 H -5.635 0.914 -0.692
71 H -5.219 -2.220 1.260
72 H -6.395 1.502 -2.995
73 H -5.245 -1.710 3.738
74 H 3.923 1.026 0.931
75 H 3.096 -3.585 4.322
76 H 1.945 -5.179 2.746
77 H -1.349 0.003 3.244
78 H 4.939 5.327 -0.837
79 H -3.816 -1.402 -3.131
80 H -2.411 2.727 -3.978
81 H 5.154 -3.075 0.967
82 H -3.249 -0.566 4.722
83 H 3.323 -3.523 -0.700
84 H 5.785 5.198 0.710
85 H -0.637 -3.498 -0.247
86 H 0.421 -5.511 0.807
87 H 3.498 -1.234 4.981

Calculated values
Multiplicity   3
Gap between HOMO and LUMO (alpha / beta)   6.67 / 6.73 eV
Charge   -1
ΔE to the lowest compared entry with this formula, charge and spin   0.000 eV